(1)
63
Properties=species:S:1:pos:R:3:forces:R:3 method="wB97M-V/def2-TZVPD" spin_multiplicity=2 total_charge=+2 homo_lumo_gap_ev="7.9 / 6.4" s2=0.76
N -0.682 1.559 0.369 0.5 -0.1 0.6
C 0.207 -1.294 2.151 -0.1 -0.1 0.1
C -2.810 -3.730 -2.374 -0.1 0.1 -0.1
S -0.303 3.137 0.663 -0.3 0.1 -0.1
C 0.021 3.334 2.377 -0.1 -0.1 -0.1
H 1.001 -2.012 1.991 0.0 0.0 0.0
C -2.439 -1.388 -2.689 0.1 0.2 0.0
H 1.219 4.887 6.710 0.0 0.0 0.0
H -0.150 3.868 7.128 0.0 0.0 0.0
H -3.961 -2.523 -3.723 0.0 0.0 0.0
H 4.218 -2.114 -1.533 0.0 0.0 -0.1
C -1.667 -0.427 3.352 -0.1 0.1 0.0
H 3.099 3.766 -1.704 -0.1 0.0 0.0
Se -1.658 0.996 -2.549 0.0 0.0 0.0
H 2.907 -1.411 -3.747 0.0 0.0 0.0
C -1.346 -1.414 -1.736 -0.2 0.0 0.0
H -0.254 -2.686 -0.341 0.0 0.0 0.0
H 3.432 -2.107 0.036 0.0 0.0 0.0
C 2.566 0.713 -3.474 0.0 -0.1 0.0
C 3.559 2.465 -0.066 -0.1 0.0 -0.2
H 1.458 3.156 6.948 0.0 0.0 0.0
C -1.032 -2.640 -1.087 0.0 -0.2 0.0
C -0.660 -1.378 3.222 0.1 -0.1 0.0
H 4.451 0.382 -1.435 0.0 0.0 0.0
C 2.175 -0.746 -3.286 0.0 -0.1 0.0
H -3.338 -4.650 -2.583 0.0 0.0 0.0
H 5.160 -0.326 0.016 0.0 0.0 0.0
N -0.779 -0.227 -1.547 0.3 0.4 -0.2
H -1.106 5.103 5.012 0.0 0.0 0.0
H 1.218 -0.962 -3.763 0.0 0.0 0.1
C 3.265 2.701 -1.553 0.0 0.0 0.1
N -2.724 -0.212 -3.216 0.0 -0.1 0.0
C -3.158 -2.582 -3.002 0.0 -0.2 0.0
H -1.541 4.786 2.601 0.0 0.0 0.0
H 2.055 2.224 4.830 0.0 0.0 0.0
C 0.774 3.903 6.551 0.0 0.0 0.0
O -1.377 3.992 0.287 -0.1 0.0 0.0
C 4.231 -0.188 -0.537 0.0 0.0 0.1
C 0.505 3.687 5.092 0.0 0.0 0.0
C -1.790 0.605 2.435 0.0 0.0 0.0
C -1.754 -3.746 -1.409 0.1 0.1 0.1
H 2.249 1.038 -4.464 0.0 0.0 0.0
H -2.558 1.362 2.511 0.0 0.0 0.0
Ru 0.927 0.501 -0.462 -0.1 -0.4 -0.6
O 0.942 3.243 -0.090 0.2 0.2 0.1
C 1.032 2.608 2.995 0.1 0.0 0.0
H -2.360 -0.494 4.180 0.0 0.0 0.0
C 3.596 -1.516 -0.867 -0.1 0.0 0.0
H -1.531 -4.680 -0.910 0.0 0.0 0.0
H 3.646 0.841 -3.432 0.0 0.0 0.1
H 2.957 3.127 0.546 0.0 0.1 0.0
N 0.088 -0.304 1.266 -0.2 0.2 0.0
S 1.787 1.858 -2.276 0.0 0.0 0.2
C -0.506 4.400 4.448 0.0 0.0 0.0
H -0.555 -2.179 3.940 0.0 0.0 0.0
H 4.609 2.655 0.157 0.0 -0.1 0.0
H 4.106 2.414 -2.181 0.0 0.0 0.0
S 3.119 0.808 0.525 -0.1 0.2 -0.2
C -0.758 4.229 3.097 -0.1 0.0 0.0
H 1.632 1.900 2.437 0.0 0.0 0.0
S 1.940 -1.337 -1.588 0.2 -0.1 0.2
C 1.267 2.786 4.345 0.0 0.0 0.0
C -0.864 0.642 1.410 0.2 -0.1 -0.1

=====

(2)
71
Properties=species:S:1:pos:R:3:forces:R:3 method="wB97M-V/def2-TZVPD" spin_multiplicity=5 total_charge=+2 homo_lumo_gap_ev="5.9 / 6.6" s2=6.04
C -0.658 -2.292 1.814 0.0 0.0 -0.1
C -1.793 -4.177 2.781 0.0 0.0 0.0
P -0.130 -0.596 1.948 0.1 0.0 0.0
H 2.201 2.268 5.133 0.0 0.0 0.0
N 2.886 2.348 -6.437 0.0 0.0 0.0
H 4.365 -2.950 0.633 0.0 0.0 0.0
C -3.264 1.775 2.974 0.0 0.0 0.0
H 0.774 1.827 3.178 0.0 0.0 0.0
C -1.458 0.186 -4.480 0.0 0.0 0.0
Pt 0.947 1.060 -2.637 0.2 0.4 0.0
C -1.718 -4.837 1.562 0.0 0.0 0.0
H -3.028 -0.342 -5.853 0.0 0.0 0.0
C 1.848 -0.782 0.022 0.0 0.1 0.1
C -1.128 -4.224 0.465 0.0 0.0 0.0
C -1.268 -2.903 2.912 0.0 0.0 0.0
C 3.087 -1.110 -1.916 0.0 0.0 0.0
H -3.677 2.208 3.874 0.0 0.0 0.0
C -3.324 1.785 -3.427 0.0 0.0 0.0
N -1.407 3.905 -0.228 0.0 0.0 0.0
H 2.580 3.238 -6.793 0.0 0.0 0.0
C 2.661 -1.644 0.753 0.0 0.0 0.0
C 3.718 -2.274 0.091 0.0 0.0 0.0
H 3.618 1.845 -6.914 0.0 0.0 0.0
C 1.145 1.000 3.772 0.0 0.0 0.0
H -0.149 -2.474 -0.278 0.0 0.0 0.0
N -3.673 1.050 -4.474 0.0 0.0 0.0
N -2.267 3.473 -1.167 0.1 0.1 -0.1
N 2.403 0.113 -3.865 0.0 0.0 0.0
C -3.390 1.372 0.602 -0.1 -0.1 0.1
C -3.907 1.948 1.757 0.0 0.0 0.0
H -1.660 4.679 0.369 0.0 0.0 0.0
H 4.740 -2.495 -1.782 0.0 0.0 0.0
H -2.126 -5.834 1.465 0.0 0.0 0.0
H -1.848 0.151 -0.238 0.0 0.0 0.0
C -2.225 0.629 0.661 -0.1 -0.1 0.1
H 2.501 -1.938 5.882 0.0 0.0 0.0
H -4.066 2.449 -2.999 0.0 0.0 0.0
H 2.487 -1.809 1.805 0.0 0.0 0.0
H -4.824 2.520 1.709 0.0 0.0 0.0
C -0.265 3.219 -0.268 0.0 0.0 0.0
C 2.117 -1.117 5.292 0.0 0.0 0.0
C -2.091 1.036 3.042 0.0 0.0 0.0
H -1.078 -4.740 -0.484 0.0 0.0 0.0
H -3.910 1.488 -0.340 0.0 0.0 0.1
C 1.949 1.250 4.868 0.0 0.0 0.0
C -2.045 1.722 -2.892 0.0 0.0 0.0
N -1.118 0.919 -3.426 0.0 -0.2 0.0
C -1.596 2.513 -1.749 0.1 0.1 -0.1
N 2.045 -0.493 -1.252 -0.1 -0.1 -0.1
C -1.559 0.476 1.881 0.0 0.0 0.1
H 1.078 -2.400 3.932 0.0 0.0 0.0
C -2.746 0.257 -4.996 0.0 0.0 0.0
H 0.580 3.402 0.377 0.0 0.0 0.0
C 3.932 -2.023 -1.239 0.0 0.0 0.0
N 2.948 0.681 -4.921 0.0 0.0 0.0
H -1.344 -2.387 3.862 0.0 0.0 0.0
N 0.735 -0.145 0.600 -0.1 -0.1 0.1
H -2.264 -4.653 3.630 0.0 0.0 0.0
N -0.352 2.309 -1.222 0.0 0.1 -0.1
C 0.812 -0.317 3.435 0.1 0.0 0.0
C 2.431 0.191 5.630 0.0 0.0 0.0
H 4.052 -1.244 -3.852 0.0 0.0 0.0
C -0.602 -2.947 0.584 0.0 0.0 0.0
H 0.321 0.573 0.016 0.0 0.0 0.0
H 3.059 0.389 6.488 0.0 0.0 0.0
H -0.696 -0.449 -4.912 0.0 0.0 0.0
C 1.312 -1.376 4.193 0.0 0.0 0.0
C 3.255 -0.817 -3.259 0.0 0.0 -0.1
C 2.410 1.868 -5.290 0.0 0.0 0.0
H -1.602 0.895 3.996 0.0 0.0 0.0
S 1.257 2.767 -4.395 0.0 0.0 0.0

=====

(3)
12
Properties=species:S:1:pos:R:3:forces:R:3 method="wB97M-V/def2-TZVPD" total_charge=0 homo_lumo_gap_ev=9.3 smiles="C1=C[C@H]2C[C@H]2S1"
H -2.377 1.453 0.505 1.1 1.5 0.1
C 0.880 -0.934 0.595 2.0 3.4 2.7
C -1.413 1.094 0.155 -2.6 -3.9 -0.9
H 1.751 -1.628 0.460 -1.0 0.8 0.5
C -0.184 -1.091 -0.390 -1.1 -0.2 -0.5
H 0.351 2.237 0.200 -1.2 -1.7 -1.8
H 1.526 0.339 -1.192 1.7 -0.2 -2.0
H 0.877 -0.215 1.641 -0.5 -3.0 -2.7
C 0.761 0.113 -0.555 -4.3 -0.3 2.2
S -2.021 -0.759 -0.090 3.5 1.6 -0.3
C -0.180 1.263 -0.262 2.9 2.9 3.3
H 0.030 -1.873 -1.066 -0.3 -1.0 -0.5

=====

(4)
123
Properties=species:S:1:pos:R:3:forces:R:3 method="wB97M-V/def2-TZVPD" spin_multiplicity=2 total_charge=0 homo_lumo_gap_ev="4.7 / 4.7" s2=0.76
H -1.600 -4.384 -3.038 0.0 0.0 0.0
C -1.731 -4.250 -0.198 0.0 0.0 0.0
C 2.416 -0.577 -4.261 0.1 0.1 0.0
C 1.469 3.929 -2.861 0.0 0.0 0.0
B 2.227 2.464 1.694 0.0 0.0 0.0
C -3.264 1.882 7.195 0.1 0.0 0.0
H 4.081 4.515 -2.115 0.0 0.0 0.0
C -1.597 1.245 5.781 0.0 0.0 0.0
H 2.984 5.239 -0.919 0.0 0.0 0.0
C 3.712 -1.972 2.634 -0.1 0.1 0.0
H -1.956 -1.417 2.356 0.0 -0.1 -0.1
H 1.545 -1.139 -3.925 0.0 0.0 0.0
C -0.180 0.166 3.984 0.0 0.0 0.0
H 5.264 -1.903 -2.326 0.0 0.0 0.0
H 4.706 -5.459 -1.033 0.0 0.0 0.0
C -1.387 -2.714 -4.358 0.0 0.0 0.0
H -2.581 4.147 -0.926 0.0 0.0 0.0
C -2.197 -4.520 1.065 0.0 0.0 0.0
P 2.814 -1.551 0.024 0.0 0.1 -0.3
H 2.097 4.108 -3.736 0.0 0.0 0.0
C -1.136 -1.347 -4.434 0.0 0.0 0.0
H 3.721 -3.826 -2.504 0.0 0.0 0.0
H -3.595 1.772 -5.149 0.0 0.0 0.0
H -6.421 1.586 -1.348 0.0 0.0 0.0
H -6.483 0.632 0.943 0.0 0.0 0.0
C -3.423 1.963 -4.089 0.0 0.0 0.0
H 1.650 -2.590 2.911 0.0 0.0 0.0
O -3.404 -0.772 -1.369 0.1 0.0 -0.1
N -2.790 3.166 -1.054 -0.1 -0.1 0.0
C -5.528 0.903 0.494 0.0 0.0 0.0
P 2.558 0.673 -1.863 0.1 0.0 0.0
C 0.028 -0.087 2.654 0.0 0.1 -0.1
O 1.361 -1.371 0.315 0.0 0.0 0.4
C -4.096 2.829 -1.373 0.1 0.1 0.0
O 2.940 -2.586 -1.145 0.1 -0.1 0.1
C 3.359 -1.491 -5.007 0.0 0.0 0.0
C -1.230 1.408 8.090 0.0 0.0 0.0
H 4.386 0.079 2.574 0.0 0.0 0.0
H -2.513 -5.511 1.357 0.0 0.0 0.0
H -1.629 -3.281 -5.247 0.0 0.0 0.0
H 2.878 -1.854 -5.916 0.0 0.0 0.0
F 3.621 2.309 1.492 -0.2 0.1 0.0
C -5.628 0.910 -1.027 0.0 0.0 0.1
O -4.816 3.778 7.933 0.1 0.0 0.0
H -2.422 1.599 -3.845 0.0 0.0 0.0
H 0.481 -0.280 4.715 0.0 0.0 0.0
H 3.091 -5.085 -0.423 0.0 0.0 0.0
C 3.527 0.003 -0.521 0.1 0.0 0.0
C -1.839 -2.170 1.588 0.0 0.2 0.1
H -4.786 0.181 0.843 0.0 0.0 0.0
F -1.672 -5.279 -1.064 0.0 0.0 -0.1
O 2.930 2.129 -2.207 -0.1 0.0 0.1
C 2.001 0.636 -5.067 0.0 0.0 0.0
C -1.329 -1.913 0.316 0.0 -0.2 0.1
H 4.525 -4.413 0.380 0.0 0.0 0.0
H 0.328 0.829 6.699 -0.1 0.0 0.0
C 4.090 -4.679 -0.582 -0.1 0.0 0.0
H 1.341 1.294 -4.499 0.0 0.0 0.0
C 4.036 -3.488 -1.517 0.0 0.1 0.0
N -2.856 1.634 5.955 -0.1 0.0 0.1
N -1.973 0.927 -0.912 -0.1 0.3 -0.1
O -0.616 2.705 -0.660 0.0 0.0 0.1
H -2.425 1.587 1.276 0.0 0.0 0.0
C -1.741 2.295 -0.877 0.1 -0.1 -0.1
N -0.753 -1.289 -2.084 -0.1 0.0 0.1
C -1.096 -2.587 -1.981 0.0 0.0 0.0
H 0.820 -0.731 2.320 0.0 0.0 0.0
H 3.630 -2.352 -4.394 0.0 0.0 0.0
H 2.816 -3.916 2.884 0.0 0.0 0.0
H -5.266 1.891 0.883 0.0 0.0 0.0
H 1.010 4.873 -2.561 0.0 0.0 0.0
S -4.994 2.429 7.431 -0.3 0.1 0.1
C -3.209 0.422 -1.313 0.1 -0.1 0.0
F 1.798 3.725 1.340 0.1 -0.2 0.0
C -0.808 -0.682 -3.280 0.0 0.1 0.1
H 5.693 -2.389 -0.663 0.0 0.0 0.0
H -0.602 1.341 8.974 0.0 0.0 0.0
H 6.110 -3.424 -2.025 0.0 0.0 0.0
H 4.267 -0.955 -5.286 0.0 0.0 0.0
C -1.247 0.969 4.368 0.0 0.0 0.0
O -5.578 2.346 6.108 0.1 -0.1 -0.1
C 5.350 -2.745 -1.637 0.0 0.0 0.0
F -2.748 -3.640 3.147 -0.1 0.0 0.2
H -5.862 -0.087 -1.401 0.0 0.0 0.0
C -4.504 1.283 -3.256 -0.1 0.0 0.1
O -5.513 1.476 8.388 0.1 -0.1 0.0
N -0.748 0.421 1.675 -0.1 0.0 0.1
H 3.548 0.707 0.316 0.0 -0.1 -0.1
C -4.335 1.375 -1.712 0.0 0.0 -0.2
H -2.914 2.097 3.633 0.0 0.0 0.0
H 2.638 -0.078 2.784 0.3 -0.1 0.0
C -2.055 1.498 3.361 0.0 0.0 0.0
C -1.325 -2.984 -0.605 0.0 0.1 -0.1
F 1.617 1.473 0.780 -0.1 0.3 0.2
C -1.779 1.214 2.051 0.0 0.0 -0.1
C -1.361 -3.338 -3.130 0.0 0.0 0.0
Re -0.344 -0.167 -0.310 0.1 0.0 -0.1
H -0.572 0.372 -3.286 0.0 0.0 0.0
F 1.875 2.120 2.991 0.0 0.0 -0.2
H 1.654 3.129 -0.879 -0.1 0.0 0.1
H 3.971 3.862 -0.457 0.0 0.0 0.0
O 1.061 0.460 -1.671 0.1 0.1 -0.2
N -2.483 1.779 8.281 0.0 0.0 -0.1
C -0.708 1.114 6.831 0.0 0.0 0.1
H 2.709 -2.861 4.298 0.0 0.0 0.0
C -2.264 -3.441 1.922 0.1 0.0 -0.1
H 1.471 0.315 -5.966 0.0 0.0 0.0
H -5.474 1.723 -3.491 0.0 0.0 0.0
H 4.698 -2.359 2.882 0.0 0.0 0.0
H -3.426 3.045 -3.949 0.0 0.0 0.0
H 0.666 3.236 -3.122 0.0 0.0 0.0
H 4.540 -0.162 -0.891 0.0 0.0 0.0
C 3.411 4.302 -1.279 0.0 0.0 -0.1
C 2.289 3.395 -1.712 0.1 0.0 -0.1
O -4.950 3.677 -1.432 0.0 -0.1 -0.1
O 3.703 -2.098 1.165 0.1 -0.3 0.0
H 3.728 -0.445 4.122 0.0 0.0 0.0
H 2.878 1.211 -5.368 0.0 0.0 0.0
C 2.654 -2.888 3.209 0.0 0.0 0.0
O 3.132 -0.166 -3.056 -0.1 -0.1 -0.1
H -4.564 0.219 -3.496 0.0 0.0 0.0
H -1.184 -0.804 -5.368 0.0 0.0 0.0
C 3.605 -0.523 3.041 -0.1 0.0 0.0

=====

(5)
20
Properties=species:S:1:pos:R:3:forces:R:3 method="wB97M-V/def2-TZVPD" total_charge=0 homo_lumo_gap_ev=10.2 smiles="CCC(=O)NCCN"
C -1.064 0.683 1.687 2.5 0.4 0.5
H -2.685 -0.542 2.550 -0.3 0.0 -0.3
C 0.290 0.101 -0.855 1.0 1.5 0.6
C -1.637 -0.594 2.284 0.1 0.2 0.7
C 0.470 0.427 1.619 -0.2 -0.5 -1.6
H -1.317 1.092 0.718 -0.9 -0.4 -0.2
H 2.085 0.103 -2.060 -0.1 0.6 0.1
H -1.120 -0.703 3.253 -0.1 -0.2 -0.4
H 1.987 -0.014 0.486 0.1 -0.2 -0.6
N 0.982 -0.061 0.408 -0.6 0.1 1.6
H 0.589 -0.818 -3.965 0.0 0.3 -0.2
H 0.213 1.216 -0.996 -0.5 -0.8 -0.3
O 1.229 0.574 2.546 0.0 0.2 0.7
H 0.407 0.790 -3.551 -0.1 0.0 -0.5
H -1.074 1.513 2.396 -0.5 -0.1 0.1
H -1.422 -1.486 1.696 -0.1 0.1 -0.1
H -0.701 -0.328 -0.801 -0.1 -0.2 -0.2
N 0.274 -0.167 -3.260 0.6 0.3 1.2
H 1.396 -1.411 -2.139 -0.4 -0.5 1.1
C 1.100 -0.373 -2.018 -0.1 -0.7 -2.2